(1)
DFT (ωB97M-V/def2-TZVPD) results for a single C5H7OPS3 molecule.

Last columns: bonded neighbours and bond lengths (Å).
Atoms and positions in Å:
1 H 0.64 -0.62 0.78  C2 1.073
2 C 0.60 -0.76 -0.29  H1 1.073, C3 1.572, H4 1.069, C15 1.510
3 C -0.82 -1.05 -0.88  C2 1.572, C8 1.414, S9 1.869, H10 1.088
4 H 1.01 -1.71 -0.55  C2 1.069
5 H 0.20 3.70 0.07  O14 1.039
6 C -1.55 -3.36 0.08  C8 1.199, H16 1.092
7 H 2.01 0.38 -1.42  C15 1.083
8 C -1.24 -2.28 -0.34  C3 1.414, C6 1.199
9 S -1.90 0.41 -0.45  C3 1.869
10 H -0.64 -1.06 -1.96  C3 1.088
11 P 0.19 2.11 1.59  S12 2.192, S13 1.904, O14 1.600
12 S 2.02 1.48 0.57  P11 2.192, C15 1.788
13 S 0.10 1.68 3.44  P11 1.904
14 O -0.16 3.57 1.04  H5 1.039, P11 1.600
15 C 1.20 0.55 -0.72  C2 1.510, H7 1.083, S12 1.788, H17 1.118
16 H -2.03 -4.34 0.00  C6 1.092
17 H 0.39 1.29 -0.96  C15 1.118

Its LUMO energy (spin up / spin down) is 0.305 / -2.686 eV. The value obtained for the maximum force is 3.2 eV/A. The calculation puts the HOMO energy (spin up / spin down) at -7.6 / -9.1 eV. The HOMO-LUMO gap (spin up / spin down) comes out at 7.92 / 6.38 eV. The expectation value of S² is 2.009. Its spin multiplicity is 3.



(2)
DFT (ωB97M-V/def2-TZVPD) results for 2 unconnected molecules or ions with the total composition C4H11NO2S.

Last columns: bonded neighbours and bond lengths (Å).
Atoms and positions in Å:
1 H 2.91 -2.88 -0.19  O18 0.934
2 H 0.36 -0.66 0.78  C10 1.092
3 H 1.09 -0.58 -1.80  C9 1.100
4 C -0.87 2.04 0.78  H5 1.089, H7 1.095, S8 1.819, C13 1.538
5 H -1.13 3.02 0.38  C4 1.089
6 H -1.13 1.28 -1.17  C13 1.093
7 H -1.81 1.73 1.26  C4 1.095
8 S 0.34 2.31 2.11  C4 1.819, H17 1.357
9 C 0.16 -1.00 -1.38  H3 1.100, C10 1.545, O11 1.202
10 C -0.31 -0.40 -0.04  H2 1.092, C9 1.545, C13 1.504, N19 1.485
11 O -0.37 -1.96 -1.86  C9 1.202
12 H 0.58 1.44 -0.51  C13 1.108
13 C -0.45 1.07 -0.33  C4 1.538, H6 1.093, C10 1.504, H12 1.108
14 H -2.36 -0.30 0.13  N19 1.011
15 H 3.23 -1.39 -0.45  O18 0.968
16 H -1.79 -1.76 -0.32  N19 1.017
17 H 0.64 1.04 2.47  S8 1.357
18 O 2.55 -2.02 -0.16  H1 0.934, H15 0.968
19 N -1.64 -0.98 0.31  C10 1.485, H14 1.011, H16 1.017

As for the SMILES: N[C@@H](C=O)CCS.O. Its LUMO energy is 0.496 eV. The value obtained for the maximum force is 2.6 eV/A. The calculation puts the HOMO energy at -9.2 eV. The HOMO-LUMO gap comes out at 9.66 eV.



Which energy above the lowest of the compared OMol25 structures with the same formula, charge and spin belongs to each record? In order, 3.2, 31.4 kcal/mol.